Entry 1:
Here is the ion C22H46N4O5PS with charge +1 in a non-equilibrium geometry from the Open Molecules 2025 dataset. Energies are from ωB97M-V/def2-TZVPD.

Each line ends with the Löwdin charge.
Cartesian coordinates (Å):
C (5.0828, -0.3654, 2.4692)  -0.129
C (5.6946, 0.5101, 1.2592)  -0.258
C (4.8309, 0.3551, -0.0816)  -0.212
C (5.0979, 1.5871, -1.0726)  -0.195
C (3.7415, 2.1029, -1.7951)  -0.192
C (3.3790, 3.6216, -1.4472)  -0.205
C (1.9082, 3.8348, -0.8713)  -0.213
C (0.7922, 4.1022, -1.9921)  -0.184
C (-0.5787, 3.3079, -1.6500)  -0.210
C (-1.5265, 4.2568, -0.7930)  -0.188
C (-2.8968, 3.5263, -0.3305)  -0.080
C (-2.7386, 1.9716, -0.1903)  -0.102
N (-3.4018, 0.8861, -0.8338)  0.183
C (-2.9010, -0.3908, -0.3526)  -0.225
N (-3.2688, -1.6156, -0.7048)  -0.034
C (-2.7214, -2.9036, -0.2392)  -0.177
C (-1.3184, -3.1325, -1.0007)  -0.196
C (-0.4222, -4.2698, -0.3337)  -0.213
C (0.9742, -4.2861, -1.1244)  -0.206
S (2.4705, -4.1967, -0.0440)  0.722
O (3.3121, -3.0142, -0.4596)  -0.344
O (3.3343, -5.4180, -0.2246)  -0.333
O (2.0894, -4.0492, 1.5891)  -0.210
C (-4.3536, -1.6881, -1.7581)  -0.155
O (-5.5706, -1.0704, -1.3508)  -0.161
C (-6.1291, -1.6843, -0.1616)  -0.221
C (-6.3253, -0.5023, 0.9138)  -0.074
N (-1.8919, -0.0822, 0.6112)  -0.133
P (-0.8433, -1.0143, 1.6735)  0.950
C (-1.5747, -1.2297, 3.4021)  -0.261
C (0.9328, -0.3883, 1.7012)  -0.255
N (-1.8308, 1.2757, 0.6752)  -0.170
O (-1.0733, 2.0920, 1.4430)  0.049
H (4.2054, 0.1688, 2.9450)  0.059
H (5.9125, -0.5842, 3.2164)  0.073
H (4.7360, -1.3571, 2.0099)  0.071
H (6.7584, 0.1444, 1.1026)  0.108
H (5.7673, 1.6061, 1.5890)  0.105
H (5.1073, -0.6134, -0.6067)  0.114
H (3.7225, 0.3810, 0.2161)  0.088
H (5.6167, 2.4249, -0.5092)  0.096
H (5.7901, 1.2046, -1.8979)  0.110
H (3.9163, 2.0568, -2.9194)  0.106
H (2.9003, 1.4034, -1.4964)  0.091
H (3.5098, 4.2893, -2.3698)  0.117
H (4.1165, 3.9873, -0.6643)  0.101
H (1.9098, 4.7572, -0.1959)  0.110
H (1.6049, 2.9470, -0.2086)  0.093
H (0.5328, 5.2041, -2.0061)  0.109
H (1.1576, 3.6970, -2.9860)  0.114
H (-1.1186, 2.9813, -2.5995)  0.122
H (-0.2393, 2.3847, -1.0605)  0.090
H (-0.9821, 4.7093, 0.1075)  0.122
H (-1.7782, 5.1577, -1.4556)  0.125
H (-3.1056, 3.9304, 0.7213)  0.128
H (-3.7624, 3.8627, -0.9719)  0.130
H (-2.6008, -2.9813, 0.8958)  0.106
H (-3.3807, -3.7957, -0.5218)  0.138
H (-1.5621, -3.4590, -2.0627)  0.132
H (-0.7581, -2.1336, -0.9673)  0.098
H (-0.3180, -4.1853, 0.7887)  0.092
H (-0.9316, -5.2687, -0.5613)  0.126
H (1.0088, -3.3794, -1.8134)  0.112
H (1.1112, -5.1987, -1.7933)  0.125
H (1.8561, -4.9471, 1.9156)  0.098
H (-3.9958, -1.1856, -2.7097)  0.153
H (-4.5518, -2.7808, -2.0391)  0.152
H (-5.5353, -2.5615, 0.2396)  0.115
H (-7.1805, -2.0327, -0.4496)  0.132
H (-5.4900, -0.4943, 1.6780)  0.059
H (-7.3410, -0.5273, 1.4159)  0.079
H (-6.3001, 0.4722, 0.3119)  0.086
H (-1.5281, -2.3356, 3.6527)  0.051
H (-1.0002, -0.5699, 4.1208)  0.044
H (-2.6654, -0.8817, 3.3411)  0.052
H (1.1386, 0.4407, 0.9388)  0.045
H (1.7071, -1.2273, 1.6243)  0.043
H (1.1153, 0.0980, 2.7231)  0.054
H (-1.3492, 2.0625, 2.3862)  0.153

Computed properties:
Molar mass, g/mol: 509.674
Total charge: +1
HOMO level, eV: -11.706
F_max, eV Å⁻¹: 7.178
Gap between HOMO and LUMO, hartree: 0.3222
Multiplicity: 1
ΔE to the lowest compared entry with this formula, charge and spin, kJ/mol: 417.3
SMILES: CCCCCCCCCCCc1nc(N(CCCCS(=O)(=O)O)COCC)n(P(C)C)[n+]1O
Electronic energy, Ha: -2200.082910


Entry 2:
Here is a structure of composition C22H47AlBr3CaCl2FIN2O10S2 in a non-equilibrium geometry from the Open Molecules 2025 dataset. Energies are from ωB97M-V/def2-TZVPD.

Each line ends with the Löwdin charge.
Cartesian coordinates (Å):
C (-0.7840, 3.1499, 4.6086)  -0.039
C (-1.7393, 2.2053, 3.8803)  -0.231
O (-1.4429, 2.2707, 2.4896)  -0.121
C (-2.0500, 1.3613, 1.6108)  -0.420
C (-1.5315, 1.7166, 0.1995)  -0.198
C (-0.0748, 2.0966, 0.0075)  -0.786
C (0.9330, 1.1989, 0.7429)  -0.168
I (0.5254, 4.1472, 0.2401)  0.886
C (-3.5971, 1.4829, 1.5770)  -0.034
C (-4.3633, 0.3367, 0.8627)  -0.444
C (-4.2996, 0.4090, -0.6756)  -0.039
C (-5.8445, 0.4552, 1.2584)  -0.028
N (-3.8651, -1.0399, 1.2644)  -0.239
O (-4.7453, -1.9547, 1.4630)  -0.194
C (-2.7483, -1.0972, 2.2537)  -0.461
C (-3.2336, -1.0015, 3.7114)  0.007
C (-2.1956, -2.5195, 2.0387)  -0.249
C (-1.6381, -0.1143, 1.8970)  -0.054
H (0.2010, 3.0543, 4.1405)  0.086
H (-1.1340, 4.1823, 4.5953)  0.088
H (-0.6758, 2.7751, 5.6315)  0.054
H (-1.5989, 1.1873, 4.2708)  0.103
H (-2.7742, 2.5344, 4.0492)  0.124
H (-1.6484, 0.8278, -0.4336)  0.099
H (-2.1675, 2.4816, -0.2565)  0.078
H (0.1063, 1.9545, -1.0580)  -0.045
H (0.6515, 1.0106, 1.7837)  0.067
H (1.0619, 0.2671, 0.1767)  0.060
H (1.9111, 1.6881, 0.7761)  0.050
H (-4.0284, 1.6364, 2.5706)  0.113
H (-3.8266, 2.3878, 1.0019)  0.134
H (-3.3580, 0.0067, -1.0721)  0.048
H (-4.4462, 1.4295, -1.0322)  0.068
H (-5.1043, -0.2179, -1.0856)  0.085
H (-6.1422, 1.4909, 1.0491)  0.102
H (-5.9942, 0.2946, 2.3297)  0.092
H (-6.4906, -0.1893, 0.6619)  0.084
H (-3.8708, -0.1270, 3.8749)  0.096
H (-2.3639, -0.9405, 4.3717)  0.089
H (-3.8249, -1.8824, 3.9789)  0.089
H (-1.2083, -2.6704, 2.4937)  -0.046
H (-2.0663, -2.6043, 0.9644)  -0.044
H (-2.9491, -3.2531, 2.3597)  0.031
H (-1.1089, -0.4955, 1.0127)  0.110
H (-0.9003, -0.1431, 2.7104)  0.128
C (-3.0712, 2.9339, -3.4647)  -0.978
Cl (-3.7341, 4.0943, -2.3074)  0.546
Cl (-1.3851, 2.5269, -3.1026)  0.581
H (-3.6609, 2.0249, -3.4353)  0.017
H (-3.1067, 3.3850, -4.4490)  0.030
C (3.7536, 0.3726, -2.1606)  -0.398
S (2.0901, 0.8918, -2.5215)  0.883
O (1.1344, -0.2309, -2.2809)  -0.499
C (2.2999, 1.1342, -4.2775)  -0.214
H (3.8509, 0.1085, -1.1084)  0.073
H (3.9826, -0.6006, -2.8035)  -0.126
H (4.4233, 1.1955, -2.3911)  0.003
H (2.6179, 0.1847, -4.7087)  0.055
H (3.0401, 1.9158, -4.4345)  0.055
H (1.3372, 1.4329, -4.6878)  0.056
F (0.8939, -2.1213, -3.0666)  -0.289
Ca (-2.9052, -3.4413, -0.7888)  1.422
Br (5.4816, -0.7107, -3.8796)  0.442
O (-0.8410, 3.2186, 7.9496)  -0.009
H (-1.2514, 3.9948, 7.5272)  0.005
C (4.0657, 5.5125, -1.6077)  0.055
N (4.4078, 4.1612, -2.1181)  -0.434
O (4.1412, 3.8855, -3.2693)  0.062
O (4.9066, 3.3881, -1.3262)  0.055
H (3.6140, 6.0869, -2.4072)  0.103
H (3.3728, 5.3269, -0.7942)  0.048
H (4.9799, 5.9747, -1.2480)  0.109
C (8.6567, -0.6309, -0.8379)  -0.163
C (7.8338, -1.8994, -0.9485)  -0.185
O (8.8100, -2.9439, -0.9586)  -0.188
S (10.0545, -2.5410, -0.0338)  0.601
O (9.8946, -3.1107, 1.2544)  -0.215
O (11.2397, -2.7253, -0.7836)  -0.203
O (9.7070, -0.9809, 0.0699)  -0.186
H (9.0942, -0.3493, -1.7974)  0.136
H (8.0978, 0.2071, -0.4293)  0.133
H (7.2415, -1.9436, -1.8577)  0.068
H (7.1846, -2.0348, -0.0794)  0.131
Br (-5.2311, -6.1752, -1.6856)  0.603
C (-4.8287, -7.3575, -3.1950)  -0.641
C (-4.0165, -8.5383, -2.7425)  -0.674
Br (-2.1766, -8.0217, -2.3823)  0.607
H (-4.3070, -6.7536, -3.9299)  0.056
H (-5.7978, -7.6570, -3.5868)  0.076
H (-3.9756, -9.2858, -3.5316)  0.076
H (-4.4013, -8.9880, -1.8329)  0.059
Al (-1.0729, -4.7045, 3.1553)  1.123

Computed properties:
Molar mass, g/mol: 1087.336
Total charge: +2
<S²>: 1.764
HOMO level (alpha / beta), eV: -11.553 / -11.566
F_max, eV Å⁻¹: 4.092
Gap between HOMO and LUMO (alpha / beta), hartree: 0.1215 / 0.1224
Multiplicity: 2
Electronic energy, Ha: -12483.631402


Entry 3:
Here is a cluster of 3 separate species, C22H47N2O9P2 in total from the Open Molecules 2025 dataset. Energies are from ωB97M-V/def2-TZVPD.

Each line ends with the Löwdin charge.
Cartesian coordinates (Å):
O (3.6707, -0.6723, -1.9480)  -0.299
P (3.2995, -0.7516, -0.5238)  0.494
O (4.3119, 0.0280, 0.4369)  -0.117
O (1.8960, 0.0039, -0.2666)  -0.162
C (3.1060, -2.4601, 0.0881)  -0.437
C (1.6090, -2.8532, 0.2606)  -0.318
O (1.3220, -2.8157, 1.6126)  -0.368
P (2.6824, -3.4875, 2.5387)  0.533
C (1.6109, -4.2242, 3.9195)  -0.337
C (0.0789, -4.0937, 3.8608)  -0.209
C (-0.6278, -5.1927, 3.1056)  -0.220
C (-0.3373, -5.5125, 1.7818)  -0.030
C (-0.9925, -6.5520, 1.1396)  -0.089
C (-1.9500, -7.3080, 1.7994)  -0.119
C (-2.2592, -6.9963, 3.1133)  -0.109
C (-1.6017, -5.9544, 3.7488)  -0.058
O (3.7371, -2.7187, 1.2823)  -0.347
H (4.2627, 0.9661, 0.2107)  0.076
H (1.3835, -0.4769, 0.3974)  0.047
H (3.4958, -3.0669, -0.7389)  0.119
H (0.8874, -2.2373, -0.2839)  0.105
H (1.5067, -3.8623, -0.1684)  0.099
H (2.8196, -2.2543, 3.2776)  0.012
H (3.8649, -4.0416, 3.1499)  -0.008
H (2.5686, -4.6781, 1.7161)  0.024
H (1.9742, -3.7849, 4.8508)  0.057
H (1.8408, -5.2944, 3.9659)  0.069
H (-0.2220, -3.1114, 3.4952)  0.097
H (-0.2988, -4.1673, 4.8856)  0.092
H (0.4118, -4.9493, 1.2496)  0.069
H (-0.7453, -6.7706, 0.1082)  0.097
H (-2.4387, -8.1281, 1.2905)  0.089
H (-2.9985, -7.5790, 3.6476)  0.091
H (-1.8471, -5.7208, 4.7782)  0.101
C (0.9972, 2.8461, -1.2593)  -0.120
O (2.2376, 3.2834, -1.7879)  -0.195
C (2.6705, 2.5562, -2.9376)  -0.211
C (2.5934, 3.4206, -4.1779)  -0.214
N (1.2139, 3.7069, -4.5516)  -0.049
C (1.0472, 4.7383, -5.5656)  -0.208
C (1.5577, 6.1455, -5.2723)  -0.234
O (0.8376, 6.8385, -4.2703)  -0.184
C (1.2093, 6.5388, -2.9375)  -0.100
H (0.8607, 3.3394, -0.2957)  0.086
H (0.1522, 3.1193, -1.9047)  0.074
H (0.9791, 1.7704, -1.0914)  0.057
H (2.1004, 1.6324, -3.0529)  0.124
H (3.7122, 2.2716, -2.7772)  0.118
H (3.0809, 2.8943, -5.0048)  0.123
H (3.1726, 4.3332, -3.9758)  0.102
H (0.6961, 3.9703, -3.7241)  0.068
H (-0.0229, 4.8192, -5.7753)  0.117
H (1.5249, 4.3910, -6.4888)  0.115
H (1.4266, 6.7337, -6.1849)  0.117
H (2.6301, 6.1566, -5.0413)  0.109
H (2.2790, 6.3300, -2.8541)  0.088
H (0.6521, 5.6899, -2.5333)  0.072
H (0.9743, 7.4138, -2.3306)  0.085
C (-2.1870, -1.6805, 1.1845)  -0.098
O (-2.3246, -0.6536, 2.1489)  -0.187
C (-1.3380, 0.3631, 2.0707)  -0.204
C (-1.9185, 1.6844, 1.6102)  -0.211
N (-2.3435, 1.6464, 0.2176)  -0.044
C (-3.1251, 2.7962, -0.2196)  -0.207
C (-4.4521, 3.0871, 0.4731)  -0.232
O (-5.4711, 2.1388, 0.2205)  -0.182
C (-5.4310, 0.9735, 1.0222)  -0.101
H (-2.8597, -2.4861, 1.4735)  0.091
H (-2.4578, -1.3444, 0.1761)  0.080
H (-1.1654, -2.0724, 1.1650)  0.071
H (-0.5162, 0.0487, 1.4203)  0.108
H (-0.9326, 0.5014, 3.0764)  0.127
H (-1.1477, 2.4544, 1.7211)  0.119
H (-2.7409, 1.9357, 2.2948)  0.103
H (-2.8776, 0.8039, 0.0510)  0.074
H (-3.3365, 2.6580, -1.2831)  0.119
H (-2.4950, 3.6891, -0.1372)  0.115
H (-4.8253, 4.0319, 0.0688)  0.118
H (-4.3329, 3.2325, 1.5542)  0.110
H (-5.0685, 1.1895, 2.0309)  0.088
H (-4.8080, 0.1902, 0.5824)  0.074
H (-6.4495, 0.5906, 1.0909)  0.085

Computed properties:
Molar mass, g/mol: 545.571
Total charge: -1
HOMO level, eV: -4.998
F_max, eV Å⁻¹: 0.782
Gap between HOMO and LUMO, hartree: 0.2711
Multiplicity: 1
Electronic energy, Ha: -2335.857045